No. 1
The following is a quantum chemistry calculation of a cluster of 4 separate species, C23H40Br2F9N5O7PS in total in a non-equilibrium geometry, from OMol25.

Geometry as XYZ:
```
88
Properties=species:S:1:pos:R:3:lowdin_charge:R:1
C -1.98 3.62 -1.14 0.007
C -0.60 3.11 -0.77 -0.541
O 0.16 3.87 -0.34 0.170
N -0.14 1.73 -0.99 -0.088
C -0.45 1.39 -2.38 -0.036
N -0.47 0.76 0.00 -0.326
C -1.37 -0.38 -0.39 -0.183
C -2.85 -0.05 -0.60 -0.196
C -3.52 -1.35 -1.14 -0.139
C -3.90 -2.23 0.08 -0.218
N -5.35 -2.39 0.22 0.000
C -6.04 -1.12 0.32 -0.557
N -6.93 -0.85 -0.49 0.170
N -5.71 -0.20 1.35 0.098
P -1.23 1.50 1.53 0.452
S -1.50 0.26 2.97 0.323
C 0.85 0.15 0.48 -0.642
Br 2.02 1.53 1.24 0.762
C 1.67 -0.60 -0.65 -0.685
C 2.42 -1.80 -0.07 -0.131
Br 3.08 0.62 -1.32 0.682
H -2.28 4.32 -0.37 0.099
H -1.90 4.20 -2.06 0.107
H -2.72 2.85 -1.32 0.062
H -1.50 1.50 -2.67 0.090
H -0.15 0.40 -2.74 0.068
H 0.08 2.12 -3.00 0.121
H -1.04 -0.95 -1.25 0.120
H -1.34 -1.10 0.43 0.110
H -3.04 0.72 -1.35 0.094
H -3.39 0.18 0.32 0.063
H -4.39 -1.12 -1.74 0.112
H -2.82 -1.95 -1.72 0.110
H -3.52 -1.79 1.02 0.095
H -3.44 -3.21 0.03 0.117
H -5.55 -2.92 1.07 0.123
H -7.04 -1.62 -1.15 0.069
H -6.35 -0.26 2.13 0.092
H -5.71 0.73 0.96 0.078
H -2.48 2.06 1.16 0.019
H -0.47 2.58 1.99 -0.011
H 0.68 -0.57 1.28 0.063
H 1.10 -0.96 -1.50 0.065
H 2.76 -2.37 -0.94 0.087
H 1.75 -2.46 0.48 0.092
H 3.30 -1.51 0.49 0.050
C 6.16 -0.32 1.01 -0.063
C 6.54 -1.39 0.00 -0.207
O 7.89 -1.22 -0.45 0.033
C 8.84 -1.69 0.36 -0.389
O 8.65 -2.24 1.41 0.177
C 10.22 -1.48 -0.27 -0.535
F 10.34 -0.24 -0.78 0.163
F 10.41 -2.35 -1.28 0.166
F 11.19 -1.66 0.62 0.175
H 6.33 0.67 0.59 0.087
H 5.11 -0.41 1.28 0.050
H 6.76 -0.40 1.91 0.083
H 5.91 -1.30 -0.88 0.110
H 6.39 -2.39 0.41 0.128
C -2.40 -0.33 9.26 -0.057
C -2.14 0.84 8.33 -0.195
O -2.98 0.76 7.15 0.022
C -4.23 1.20 7.29 -0.398
O -4.71 1.65 8.29 0.185
C -4.97 1.09 5.95 -0.530
F -4.76 -0.09 5.34 0.142
F -4.57 2.04 5.09 0.144
F -6.28 1.22 6.09 0.173
H -2.28 -1.27 8.73 0.084
H -1.71 -0.30 10.10 0.086
H -3.42 -0.30 9.65 0.080
H -1.12 0.81 7.97 0.124
H -2.29 1.80 8.83 0.127
C 1.53 0.88 -9.01 -0.054
C 1.16 1.38 -7.63 -0.193
O 0.70 0.29 -6.80 0.028
C 1.65 -0.45 -6.23 -0.401
O 2.83 -0.30 -6.35 0.185
C 1.01 -1.53 -5.35 -0.514
F -0.02 -2.14 -5.96 0.174
F 0.52 -1.00 -4.20 0.110
F 1.87 -2.48 -5.00 0.179
H 0.70 0.34 -9.46 0.087
H 1.80 1.72 -9.66 0.088
H 2.38 0.20 -8.97 0.081
H 0.32 2.07 -7.70 0.125
H 1.98 1.90 -7.15 0.126
```

Computed properties:
Total charge: +1
HOMO energy, eV: -11.89
HOMO-LUMO gap, eV: 8.4
Max |F|, eV/Å: 4.69

=====

No. 2
The following is a quantum chemistry calculation of a structure of composition C23H40Cl3InN4O3Si in a non-equilibrium geometry, from OMol25.

Geometry as XYZ:
```
75
Properties=species:S:1:pos:R:3:lowdin_charge:R:1
C -1.57 -2.19 -4.10 -0.046
C -1.06 -2.97 -2.93 -0.219
H -1.49 -2.73 -5.05 0.062
H -1.03 -1.23 -4.17 0.024
H -2.64 -1.92 -3.97 0.095
C -0.56 -4.22 -3.03 -0.115
C -0.47 -5.03 -4.29 -0.106
H -0.24 -4.76 -2.15 0.092
H -0.50 -4.40 -5.20 0.059
H -1.28 -5.77 -4.37 0.078
H 0.46 -5.62 -4.30 0.067
In 0.29 0.67 -0.57 0.306
Cl -2.13 1.11 -0.81 0.106
Cl 1.50 2.66 -1.19 0.143
H 0.88 4.80 3.34 0.096
H -1.31 6.00 2.35 0.092
C 1.09 4.53 2.30 -0.032
C -0.94 5.63 1.39 -0.043
N -0.17 4.41 1.57 -0.180
H 1.60 3.57 2.25 0.088
C -0.63 3.21 1.21 -0.356
O 0.00 2.15 1.44 -0.150
H -1.79 5.42 0.74 0.089
H -1.59 3.20 0.66 0.093
H 1.69 5.31 1.83 0.095
H -0.31 6.40 0.93 0.093
H 1.59 -1.18 -3.37 0.074
H 2.51 -3.82 -2.56 0.089
C 2.60 -0.93 -3.00 -0.028
C 3.38 -3.19 -2.29 -0.035
N 2.97 -1.84 -1.92 -0.156
H 2.60 0.09 -2.61 0.067
C 2.90 -1.46 -0.64 -0.292
O 2.40 -0.37 -0.27 -0.107
H 3.89 -3.66 -1.44 0.093
H 3.33 -2.17 0.09 0.150
H 3.32 -1.04 -3.81 0.094
H 4.06 -3.14 -3.14 0.091
O -0.04 -1.24 -1.74 -0.336
C -1.06 -2.16 -1.64 -0.411
C 0.30 -3.63 -0.04 -0.073
C -0.93 -3.04 -0.37 -0.167
H 1.17 -3.35 -0.63 0.093
C 0.36 -4.60 0.97 -0.087
H -2.01 -1.59 -1.60 0.104
C -2.07 -3.34 0.37 -0.030
H 1.31 -5.06 1.23 0.097
C -0.81 -4.97 1.64 -0.109
C -2.01 -4.33 1.36 -0.095
H -3.03 -2.86 0.13 0.123
H -0.78 -5.74 2.42 0.095
H -2.93 -4.62 1.89 0.102
Si -0.39 3.29 -4.00 0.190
Cl -0.27 1.19 -3.62 0.355
C 1.38 3.87 -4.31 -0.249
C -1.54 4.00 -2.71 -0.234
C -1.14 3.83 -5.66 -0.222
H 2.12 3.07 -4.17 0.013
H 1.64 4.73 -3.69 0.022
H 1.42 4.21 -5.36 0.024
H -0.44 3.58 -6.48 0.025
H -1.28 4.92 -5.67 0.039
H -2.10 3.36 -5.88 0.024
H -1.62 3.38 -1.81 -0.067
H -2.55 4.05 -3.15 0.040
H -1.26 5.02 -2.43 0.034
N -0.83 -1.01 3.45 0.073
C 0.34 -1.74 3.31 -0.069
C 0.81 -1.43 2.06 -0.111
N -0.06 -0.55 1.44 0.015
C -1.05 -0.33 2.30 -0.158
H -1.41 -0.95 4.27 0.154
H 0.76 -2.39 4.06 0.114
H 1.71 -1.78 1.59 0.085
H -1.92 0.31 2.15 0.125
```

Computed properties:
HOMO energy, eV: -7.95
HOMO-LUMO gap, eV: 8.3
Relative energy (zero: lowest compared OMol25 entry of this formula, charge and spin), eV: 0.000
Max |F|, eV/Å: 2.13

=====

The lowest HOMO energy belongs to which entry?
C23H40Br2F9N5O7PS